a:
Density functional theory data (the ωB97M-V functional and the def2-TZVPD basis) for 3 unconnected molecules or ions with the total composition C5H13NO2.

Calculated values
HOMO, eV: -8.37
SMILES string: C=NC(=C)CC.O.O
Orbital gap, eV: 8.99

Geometry as XYZ:
```
21
C5H13NO2 | the OMol25 dataset | the ωB97M-V functional and the def2-TZVPD basis
C -0.626 -1.232 1.183
N 0.513 -0.727 1.280
C 1.609 -0.762 0.400
C 2.766 -1.277 0.797
C 1.515 -0.036 -0.940
C 0.281 0.765 -1.218
H -1.294 -1.301 2.041
H -1.036 -1.928 0.431
H 3.725 -1.089 0.325
H 2.938 -2.003 1.584
H 2.496 0.478 -0.932
H 1.851 -0.726 -1.727
H -0.582 0.146 -1.442
H 0.062 1.322 -0.304
H 0.296 1.435 -2.075
O -2.354 0.383 -2.249
H -2.851 -0.155 -2.866
H -2.114 1.229 -2.651
O -2.226 1.915 1.528
H -1.891 2.815 1.541
H -1.452 1.346 1.457
```

=====

b:
Density functional theory data (the ωB97M-V functional and the def2-TZVPD basis) for C5H13NO2 in the gas phase.

Calculated values
HOMO, eV: -8.69
SMILES string: CN(CO)C(C)(C)O
Orbital gap, eV: 9.41

Geometry as XYZ:
```
21
C5H13NO2 | the OMol25 dataset | the ωB97M-V functional and the def2-TZVPD basis
C -0.553 -1.579 -0.640
N -0.470 -0.453 0.265
C -1.737 0.121 0.593
O -2.416 0.727 -0.500
C 0.644 0.501 0.147
C 1.629 0.137 -0.973
C 1.383 0.522 1.492
O 0.182 1.816 -0.072
H -1.369 -2.219 -0.299
H 0.367 -2.157 -0.590
H -0.739 -1.309 -1.690
H -2.368 -0.663 1.036
H -1.593 0.921 1.321
H -2.689 0.038 -1.115
H 2.128 -0.806 -0.778
H 1.128 0.091 -1.937
H 2.376 0.925 -1.019
H 2.173 1.266 1.462
H 1.804 -0.457 1.697
H 0.687 0.782 2.284
H -0.565 1.798 -0.685
```

=====

The calculated energies rank the structures as follows, beginning with the most stable: b, a.

=====

a:
Density functional theory data (the ωB97M-V functional and the def2-TZVPD basis) for 2 unconnected molecules or ions with the total composition C5H13NO2.

Calculated values
HOMO, eV: -8.76
SMILES string: CC(C)[C@H](N)C=O.O
Orbital gap, eV: 9.47

Geometry as XYZ:
```
21
C5H13NO2 | the OMol25 dataset | the ωB97M-V functional and the def2-TZVPD basis
C 1.614 0.617 0.265
C 0.126 0.422 -0.072
C -0.366 1.583 -0.928
C -0.244 -0.970 -0.513
N -0.086 -1.134 -1.943
C -1.686 -1.338 -0.186
O -2.432 -0.739 0.543
H 2.174 0.877 -0.636
H 1.685 1.429 0.988
H 2.093 -0.264 0.667
H -0.356 0.607 0.879
H 0.354 1.918 -1.684
H -0.629 2.462 -0.334
H -1.259 1.332 -1.498
H 0.305 -1.803 -0.049
H -0.195 -2.039 -2.369
H 0.167 -0.316 -2.462
H -1.999 -2.256 -0.726
O 0.096 0.246 3.248
H -0.190 -0.641 2.972
H 0.828 0.007 3.840
```

=====

b:
Density functional theory data (the ωB97M-V functional and the def2-TZVPD basis) for C5H13NO2 in the gas phase.

Calculated values
HOMO, eV: -8.85
SMILES string: C[C@H](O)N(C)[C@@H](C)O
Orbital gap, eV: 9.64

Geometry as XYZ:
```
21
C5H13NO2 | the OMol25 dataset | the ωB97M-V functional and the def2-TZVPD basis
C -1.847 -0.914 -0.593
C -1.240 -0.217 0.626
O -2.207 0.692 1.093
N 0.004 0.492 0.415
C 0.000 1.423 -0.701
C 1.247 -0.223 0.613
C 1.835 -0.929 -0.610
O 2.224 0.682 1.064
H -2.741 -1.444 -0.279
H -1.142 -1.621 -1.020
H -2.129 -0.178 -1.339
H -1.038 -0.975 1.405
H -1.809 1.231 1.785
H -0.007 0.928 -1.679
H 0.889 2.046 -0.626
H -0.886 2.050 -0.616
H 1.050 -0.977 1.398
H 2.736 -1.452 -0.306
H 1.125 -1.644 -1.016
H 2.100 -0.200 -1.369
H 1.836 1.230 1.755
```

=====

The calculated energies rank the structures as follows, beginning with the most stable: b, a.

=====

a:
Density functional theory data (the ωB97M-V functional and the def2-TZVPD basis) for 2 unconnected molecules or ions with the total composition C2H9N4.

Calculated values
HOMO, eV: -13.57
Orbital gap, eV: 10.05
Net charge: +1

Geometry as XYZ:
```
15
C2H9N4 | the OMol25 dataset | the ωB97M-V functional and the def2-TZVPD basis
C 2.027 0.129 0.198
C -2.115 -0.089 0.462
N 2.318 1.246 0.466
N 2.405 -1.136 0.228
N 0.146 -0.246 -0.529
N -0.868 0.701 -0.052
H -1.653 -0.959 0.897
H -2.685 0.470 1.122
H -2.741 -0.311 -0.389
H 1.752 2.081 0.126
H 3.388 -1.443 0.589
H 1.670 -1.832 0.500
H 0.197 -0.088 -1.590
H -0.450 1.253 0.803
H -1.380 1.323 -0.798
```

=====

b:
Density functional theory data (the ωB97M-V functional and the def2-TZVPD basis) for 2 unconnected molecules or ions with the total composition C2H9N4.

Calculated values
HOMO, eV: -14.32
Orbital gap, eV: 9.99
Net charge: +1

Geometry as XYZ:
```
15
C2H9N4 | the OMol25 dataset | the ωB97M-V functional and the def2-TZVPD basis
C -1.722 0.342 0.012
C 2.301 1.090 0.539
N -0.912 -0.544 -0.409
N -2.779 0.770 -0.653
N 0.398 -2.275 -0.374
N 0.160 -1.033 -0.552
H -1.685 0.585 1.093
H 2.257 0.117 0.198
H 2.757 1.123 1.517
H 1.282 1.364 0.648
H -3.282 1.561 -0.102
H -2.898 0.549 -1.581
H -0.175 -2.910 0.210
H 1.356 -2.607 -0.607
H 2.941 1.868 0.060
```

=====

c:
Density functional theory data (the ωB97M-V functional and the def2-TZVPD basis) for 2 unconnected molecules or ions with the total composition C2H9N4.

Calculated values
HOMO, eV: -13.16
Orbital gap, eV: 9.70
Net charge: +1

Geometry as XYZ:
```
15
C2H9N4 | the OMol25 dataset | the ωB97M-V functional and the def2-TZVPD basis
C -1.026 -1.116 1.093
C 2.179 1.641 -0.980
N -0.752 -0.510 -0.026
N -0.599 -2.310 1.426
N 1.068 1.144 -1.284
N -1.169 0.759 -0.373
H -1.659 -0.589 1.805
H 2.728 2.397 -1.542
H 2.655 1.300 -0.068
H -0.092 -0.883 -0.711
H -0.849 -2.719 2.312
H -0.022 -2.857 0.802
H 0.670 1.496 -2.151
H -2.146 0.791 -0.651
H -0.987 1.454 0.348
```

=====

The calculated energies rank the structures as follows, beginning with the most stable: c, b, a.

=====

a:
Density functional theory data (the ωB97M-V functional and the def2-TZVPD basis) for C4H4O3S in the gas phase.

Calculated values
HOMO, eV: -9.41
SMILES string: O=C1CSCC(=O)O1
Orbital gap, eV: 9.45

Geometry as XYZ:
```
12
C4H4O3S | the OMol25 dataset | the ωB97M-V functional and the def2-TZVPD basis
O 1.492 -1.252 -1.811
C 0.803 -0.807 -0.872
C 1.418 0.382 -0.173
S 0.456 1.433 0.886
C -1.168 0.667 0.586
C -1.185 -0.842 0.406
O -2.249 -1.327 0.745
O -0.346 -1.490 -0.348
H 2.262 -0.007 0.415
H 1.853 1.050 -0.942
H -1.731 1.031 1.415
H -1.607 1.161 -0.309
```

=====

b:
Density functional theory data (the ωB97M-V functional and the def2-TZVPD basis) for C4H4O3S in the gas phase.

Calculated values
HOMO, eV: -9.62
SMILES string: O=C(O)/C=C\OC=S
Orbital gap, eV: 8.99

Geometry as XYZ:
```
12
C4H4O3S | the OMol25 dataset | the ωB97M-V functional and the def2-TZVPD basis
O -2.665 1.506 -0.679
C -1.716 0.824 -0.335
O -1.934 -0.537 -0.147
C -0.313 1.304 0.031
C 0.723 0.530 0.295
O 0.709 -0.798 0.129
C 1.787 -1.618 0.104
S 3.335 -1.294 0.391
H -2.968 -0.452 -0.192
H -0.170 2.313 -0.152
H 1.692 0.853 0.679
H 1.520 -2.629 -0.125
```

=====

The calculated energies rank the structures as follows, beginning with the most stable: a, b.